Entry from OMol25: a gas-phase ion, CFN4 (charge -1) at a distorted geometry (wB97M-V/def2-TZVPD).

Last column: Mulliken charge in e.
Element x y z (Å)
C: -0.819 0.022 -0.074  0.38
N: 0.441 -1.191 -0.031  -0.28
N: -0.148 1.105 -0.051  -0.29
N: 1.431 -0.423 0.035  -0.18
N: 1.171 0.848 0.059  -0.37
F: -2.076 -0.361 0.061  -0.26

**LUMO energy**: 4.5175 eV
**Total charge**: -1
**Electronic energy**: -356.95149 hartree
**ΔE to the lowest compared entry with this formula, charge and spin**: 47.65 kcal/mol
**Kohn-Sham gap**: 8.10 eV